Record 1
Density functional theory data (the ωB97M-V functional and the def2-TZVPD basis) for a 4-piece molecular cluster, C4H13NO3 overall.

Computed properties:
Relative energy (zero: lowest compared OMol25 entry of this formula, charge and spin) (kcal/mol): 57.9
Highest occupied orbital energy (alpha / beta) (eV): -13.81 / -13.73
Spin multiplicity: 2
Expectation value of S²: 0.76
Total charge: +1
DFT total energy (Ha): -440.2977

The geometry in XYZ format:
```
21
C4H13NO3 | the OMol25 dataset | the ωB97M-V functional and the def2-TZVPD basis
C -1.8613 -2.7988 -0.0761
C -1.0515 -1.5531 -0.2746
C -1.4604 -0.3818 -0.8599
N -0.5242 0.5557 -1.1529
C -0.6850 1.8241 -1.0255
H -1.3474 -3.7367 -0.3072
H -2.8503 -2.7603 -0.5381
H -1.9660 -3.0141 1.0288
H 0.0357 -1.6476 -0.0725
H -2.4055 -0.3455 -1.3876
H -1.4641 2.4636 -0.6091
H 0.2248 2.3529 -1.3908
H 2.1074 0.9752 -0.6191
H 1.6853 -0.2652 -1.2142
O 2.2525 0.0261 -0.4871
H 0.0347 0.7310 1.5540
H 1.3639 0.2093 0.9027
O 0.8192 0.1683 1.7244
H 2.2002 2.1581 2.3319
H 2.8874 2.5655 1.0376
O 2.0046 2.4733 1.4354
```

Record 2
Density functional theory data (the ωB97M-V functional and the def2-TZVPD basis) for C22H19CsN2O2 as an isolated structure.

Computed properties:
Relative energy (zero: lowest compared OMol25 entry of this formula, charge and spin) (kcal/mol): 23.5
Highest occupied orbital energy (eV): -0.58
Total charge: -2
DFT total energy (Ha): -1129.8109

The geometry in XYZ format:
```
46
C22H19CsN2O2 | the OMol25 dataset | the ωB97M-V functional and the def2-TZVPD basis
Cs 0.1696 -0.5525 -1.1399
C 1.9388 3.2797 -3.5291
C 1.9114 2.1427 -2.4850
O 0.9782 1.3046 -2.5956
C 2.9423 2.1818 -1.5497
C 3.2127 1.3047 -0.4484
C 4.4522 1.6124 0.3773
N 2.4625 0.2943 -0.1387
N 2.8853 -0.4254 0.9734
C 2.1486 -1.4702 1.2888
O 1.1095 -1.9443 0.7398
C 2.6831 -2.1898 2.5091
C 1.9897 -3.3010 2.9879
C 2.4325 -4.0009 4.1013
C 3.5870 -3.6031 4.7620
C 4.2888 -2.4959 4.2948
C 3.8421 -1.7985 3.1838
H 1.0742 3.1677 -4.1827
H 2.8503 3.2295 -4.1304
H 1.8977 4.2591 -3.0466
H 3.6483 2.9979 -1.6711
H 4.9773 2.4883 -0.0061
H 5.1210 0.7497 0.3711
H 4.1693 1.7781 1.4183
H 1.0919 -3.5895 2.4555
H 1.8775 -4.8613 4.4603
H 3.9379 -4.1468 5.6329
H 5.1911 -2.1787 4.8077
H 4.3746 -0.9347 2.8099
C -5.6406 2.6931 -1.2403
C -4.2338 2.7945 -1.2471
C -3.4639 1.6601 -1.2846
C -4.0268 0.3578 -1.3199
C -3.1529 -0.7904 -1.3613
C -3.8547 -1.9942 -1.3848
C -5.2601 -2.1158 -1.3733
C -6.0607 -1.0028 -1.3373
C -5.4573 0.2736 -1.3094
C -6.2325 1.4596 -1.2705
H -6.2436 3.5952 -1.2116
H -3.7651 3.7725 -1.2229
H -2.3809 1.7350 -1.2942
H -3.2883 -2.9288 -1.4104
H -5.7215 -3.1025 -1.3904
H -7.1451 -1.0802 -1.3291
H -7.3174 1.3753 -1.2635
```

Record 3
Density functional theory data (the ωB97M-V functional and the def2-TZVPD basis) for a 2-piece molecular cluster, CH3Cl3OP overall.

Computed properties:
Relative energy (zero: lowest compared OMol25 entry of this formula, charge and spin) (kcal/mol): 97.5
Highest occupied orbital energy (alpha / beta) (eV): -15.05 / -14.80
Total charge: +1
DFT total energy (Ha): -1836.6946

The geometry in XYZ format:
```
9
CH3Cl3OP | the OMol25 dataset | the ωB97M-V functional and the def2-TZVPD basis
C -1.6808 0.4826 -0.3547
O -0.8719 0.1028 0.6261
P 1.5723 -0.5872 0.3637
Cl 2.2123 -1.2651 2.1532
Cl 2.3937 -1.7928 -0.9608
Cl 2.2604 1.1650 -0.0795
H -1.3388 1.5904 -0.6778
H -2.7018 0.5704 0.0418
H -1.8453 -0.2661 -1.1121
```